Entry 1:
{
  "formula": "C23H36I2N2O2PV",
  "method": "ωB97M-V/def2-TZVPD",
  "e_homo_ev": [-13.408, -13.420],
  "total_charge": 2,
  "spin_multiplicity": 3,
  "symbols": ["V", "I", "C", "C", "C", "I", "C", "O", "C", "C", "N", "C", "C", "C", "C", "C", "C", "N", "C", "H", "H", "H", "H", "H", "H", "H", "H", "H", "H", "H", "C", "O", "H", "H", "H", "H", "C", "C", "C", "P", "C", "C", "C", "C", "C", "C", "H", "H", "H", "H", "H", "H", "H", "H", "H", "H", "H", "H", "H", "H", "H", "H", "H", "H", "H", "H", "H"],
  "xyz": [[0.03590, 0.13107, -0.06435], [1.97516, -6.60292, 1.91040], [1.07554, -4.89089, 1.18522], [-0.29568, -4.72298, 1.30781], [-0.89497, -3.56337, 0.82484], [-2.93134, -3.27055, 1.09102], [-0.12710, -2.59708, 0.21148], [-0.72582, -1.44370, -0.29634], [1.25364, -2.74926, 0.08426], [2.12264, -1.76901, -0.68042], [2.08300, -0.33302, -0.18519], [2.72567, -0.15775, 1.14822], [1.72307, -0.33711, 2.25598], [2.12423, -0.57175, 3.55623], [1.15678, -0.76741, 4.52499], [-0.18394, -0.72967, 4.16602], [-0.50826, -0.45254, 2.85964], [0.42697, -0.22575, 1.91476], [1.84560, -3.90575, 0.58018], [-0.89984, -5.48260, 1.78489], [3.15660, -2.10680, -0.62300], [1.83408, -1.73542, -1.72952], [2.60769, 0.21485, -0.86171], [3.54872, -0.86333, 1.26517], [3.15104, 0.84653, 1.18722], [3.17834, -0.63267, 3.79326], [1.44394, -0.96948, 5.54862], [-0.96871, -0.91430, 4.88568], [-1.53904, -0.42517, 2.53279], [2.91556, -4.04284, 0.48125], [0.71799, 0.46932, -3.46123], [-0.00510, 0.06846, -2.27322], [0.02855, 0.86515, -4.20281], [1.26543, -0.38059, -3.86356], [1.41154, 1.25312, -3.16826], [-0.70137, -0.56103, -2.49507], [-3.19172, 4.04937, -0.82432], [-1.83604, 3.33029, -0.88070], [-1.47104, 2.99786, -2.32469], [-1.66738, 1.93009, 0.31283], [-1.17543, 2.75387, 1.87880], [-1.99470, 3.97910, 2.28985], [0.30940, 3.13959, 1.78624], [-3.22433, 0.97352, 0.50873], [-4.31476, 1.57572, 1.39167], [-3.75616, 0.55174, -0.86631], [-3.07667, 5.05375, -1.23433], [-3.59619, 4.15565, 0.17938], [-3.92941, 3.53441, -1.43880], [-1.07582, 4.02524, -0.50708], [-2.14126, 2.24644, -2.74680], [-0.44906, 2.63996, -2.42456], [-1.56236, 3.90033, -2.93098], [-1.28990, 1.99167, 2.65418], [-1.89536, 4.78725, 1.56401], [-1.61462, 4.35505, 3.24147], [-3.05289, 3.76296, 2.42255], [0.44425, 4.06291, 1.22008], [0.94892, 2.38222, 1.31244], [0.72082, 3.30528, 2.78277], [-2.88250, 0.04843, 0.98793], [-4.73259, 2.48899, 0.96970], [-3.96532, 1.79023, 2.40194], [-5.13182, 0.85676, 1.47761], [-4.25125, 1.37656, -1.37652], [-4.48500, -0.24930, -0.73919], [-2.97383, 0.16599, -1.52475]],
  "nbo_charge": [1.58, 0.25, -0.17, -0.22, -0.21, 0.24, 0.29, -0.82, -0.13, -0.23, -0.69, -0.27, 0.23, -0.22, -0.09, -0.23, 0.07, -0.60, -0.20, 0.26, 0.23, 0.23, 0.41, 0.24, 0.25, 0.25, 0.26, 0.26, 0.23, 0.24, -0.25, -0.77, 0.22, 0.20, 0.20, 0.51, -0.62, -0.50, -0.60, 0.87, -0.51, -0.61, -0.59, -0.51, -0.61, -0.60, 0.24, 0.22, 0.22, 0.24, 0.21, 0.20, 0.24, 0.24, 0.22, 0.24, 0.23, 0.23, 0.17, 0.25, 0.24, 0.22, 0.22, 0.24, 0.22, 0.25, 0.20]
}


Entry 2:
{
  "formula": "C23H37AsBiN5O7S2",
  "method": "ωB97M-V/def2-TZVPD",
  "e_homo_ev": -12.742,
  "total_charge": 2,
  "relative_energy_kj_mol": 58.3,
  "symbols": ["Bi", "C", "N", "C", "C", "O", "C", "O", "C", "C", "O", "N", "C", "C", "H", "H", "H", "H", "H", "H", "H", "H", "H", "H", "H", "H", "H", "H", "H", "H", "N", "C", "C", "C", "C", "C", "C", "S", "O", "O", "O", "H", "H", "H", "H", "H", "H", "N", "C", "O", "C", "C", "C", "N", "C", "C", "H", "H", "H", "H", "H", "H", "C", "As", "C", "C", "S", "H", "H", "H", "H", "H", "H", "H", "H", "H"],
  "xyz": [[-0.48507, 0.11283, -0.16875], [-4.29287, 4.25876, 1.68552], [-3.25600, 3.24165, 1.87542], [-3.11107, 2.70819, 3.23203], [-2.48897, 2.81526, 0.89090], [-1.59884, 1.94965, 1.04985], [-2.69429, 3.43286, -0.48475], [-1.82996, 2.82056, -1.42734], [-2.46659, 2.39226, -2.60979], [-2.99923, 0.97101, -2.43498], [-2.55903, 0.27613, -1.49004], [-3.88984, 0.52681, -3.30062], [-4.44460, -0.82179, -3.18946], [-4.39139, 1.35295, -4.40468], [-4.52881, 4.68715, 2.65537], [-5.20206, 3.82020, 1.27217], [-3.94950, 5.06827, 1.04532], [-2.72775, 3.48669, 3.89088], [-2.42715, 1.86800, 3.22629], [-4.08566, 2.38431, 3.59351], [-2.47098, 4.50223, -0.44398], [-3.74346, 3.32350, -0.77240], [-1.72120, 2.39349, -3.40903], [-3.25863, 3.08230, -2.90394], [-4.07172, -1.29553, -2.28904], [-4.16123, -1.40655, -4.06430], [-5.53109, -0.76058, -3.14415], [-3.57786, 1.84121, -4.93751], [-5.10457, 2.09832, -4.05163], [-4.90225, 0.70143, -5.10744], [0.86890, 1.91528, -0.71743], [1.87063, 1.97761, 0.34898], [3.15016, 1.52452, 0.09587], [3.96352, 1.18133, 1.17238], [3.48806, 1.30827, 2.46583], [2.27521, 1.94912, 2.70017], [1.44489, 2.27010, 1.64212], [4.24353, 0.43472, 3.85276], [3.11056, -0.40008, 4.25162], [5.29858, -0.36204, 3.23671], [4.63865, 1.44403, 4.79042], [1.31431, 1.82390, -1.62921], [0.23690, 2.71575, -0.74282], [3.48678, 1.35551, -0.92241], [4.94001, 0.73987, 1.01623], [1.95848, 2.11975, 3.72140], [0.46773, 2.69685, 1.82085], [4.81148, -3.29033, 3.73138], [4.14567, -3.67447, 2.64060], [4.19703, -4.75049, 2.07123], [3.20406, -2.64444, 2.06754], [3.40087, -2.25432, 0.74609], [2.48387, -1.42820, 0.15433], [1.37355, -1.02321, 0.79286], [1.18885, -1.40322, 2.06917], [2.13669, -2.11458, 2.77946], [5.48629, -3.92810, 4.12455], [4.87486, -2.30144, 3.95637], [4.26556, -2.61075, 0.20229], [2.61643, -1.06103, -0.85443], [0.27325, -1.07439, 2.55249], [1.88381, -2.49874, 3.75412], [-0.47539, -3.92151, -3.61334], [0.59065, -3.11050, -2.24363], [2.43373, -3.56632, -2.56155], [0.01464, -3.81842, -0.55429], [0.28524, -0.96614, -2.48040], [-0.32167, -4.99987, -3.58539], [-0.16244, -3.52645, -4.57773], [-1.52248, -3.68722, -3.43596], [2.46998, -4.36666, -3.29889], [2.88405, -3.90563, -1.63059], [2.95628, -2.69192, -2.94149], [0.00822, -4.90550, -0.64121], [-0.99654, -3.47370, -0.34239], [0.70822, -3.52850, 0.23192]],
  "lowdin_charge": [1.79, 0.00, -0.11, 0.01, -0.39, -0.20, -0.08, -0.17, -0.09, -0.41, -0.21, -0.11, 0.01, 0.00, 0.11, 0.11, 0.10, 0.11, 0.09, 0.11, 0.15, 0.15, 0.15, 0.13, 0.08, 0.10, 0.11, 0.10, 0.11, 0.10, -0.02, -0.34, -0.04, -0.03, -0.22, -0.02, -0.05, 0.45, -0.34, -0.34, -0.28, 0.11, 0.10, 0.12, 0.13, 0.13, 0.10, 0.23, -0.51, 0.08, -0.09, 0.02, -0.21, -0.17, -0.13, 0.01, 0.14, 0.08, 0.14, 0.07, 0.12, 0.14, -0.24, 0.82, -0.21, -0.21, 0.15, 0.06, 0.05, 0.04, 0.06, 0.04, 0.05, 0.07, 0.05, 0.02]
}


Entry 3:
{
  "formula": "C23H37AuGeNOSi",
  "method": "ωB97M-V/def2-TZVPD",
  "e_homo_ev": -9.899,
  "total_charge": 1,
  "symbols": ["Au", "C", "Si", "C", "C", "N", "C", "C", "C", "C", "C", "C", "O", "C", "C", "C", "C", "C", "C", "H", "H", "H", "H", "H", "H", "H", "H", "H", "H", "H", "H", "H", "H", "H", "H", "H", "H", "C", "C", "C", "C", "Ge", "C", "C", "C", "C", "H", "H", "H", "H", "H", "H", "H", "H", "H", "H", "H", "H", "H", "H", "H", "H", "H", "H", "H"],
  "xyz": [[-0.27674, 0.30287, 0.44160], [-1.86163, 1.86353, -1.69965], [-3.16138, 1.01831, -0.64593], [-4.17865, -0.03092, -1.81101], [-4.17709, 2.36748, 0.15204], [-2.33538, 0.04253, 0.57645], [-3.02310, -0.66003, 1.52004], [-4.44246, -0.74015, 1.53289], [-5.15901, -1.43328, 2.47904], [-4.51718, -2.11240, 3.51781], [-3.14239, -2.08402, 3.54334], [-2.44392, -1.40297, 2.55805], [-1.02324, -1.35549, 2.67146], [-0.30252, -2.40485, 2.82968], [-0.74087, -3.72950, 2.60164], [0.11570, -4.75088, 2.87297], [1.43822, -4.56434, 3.41717], [1.91441, -3.32441, 3.57124], [1.10659, -2.13436, 3.19857], [-2.36589, 2.45262, -2.46984], [-1.21037, 1.15169, -2.21189], [-1.24166, 2.55413, -1.12261], [-4.51946, 0.58614, -2.64571], [-5.06107, -0.48540, -1.36184], [-3.56456, -0.83472, -2.22288], [-4.54749, 3.05878, -0.60808], [-3.55064, 2.93632, 0.84257], [-5.03832, 2.00259, 0.71113], [-4.98707, -0.22702, 0.75451], [-6.23902, -1.44237, 2.41665], [-5.07372, -2.62002, 4.29091], [-2.60092, -2.55568, 4.35561], [-1.73248, -3.91075, 2.21482], [-0.21466, -5.76220, 2.66941], [2.03230, -5.42958, 3.67156], [2.91610, -3.14794, 3.93953], [1.14186, -1.35482, 3.96416], [1.72149, -0.08013, -5.32751], [2.50438, -0.51175, -4.09467], [2.02423, 0.19190, -2.82944], [2.79011, -0.25783, -1.57503], [2.01992, 0.55635, 0.01361], [3.33714, 1.61986, 0.96160], [3.36955, 3.03416, 0.33679], [4.16340, 3.11414, -0.96509], [3.98595, 4.45550, -1.66373], [2.06023, -0.61128, -6.21614], [1.84032, 0.98854, -5.51384], [0.65569, -0.28147, -5.20532], [3.56828, -0.30357, -4.23806], [2.41466, -1.59285, -3.95421], [0.95358, 0.00298, -2.69516], [2.12994, 1.27440, -2.96493], [3.85640, -0.04199, -1.65839], [2.68174, -1.34345, -1.46042], [1.56845, -1.67261, 2.31035], [4.32210, 1.15108, 0.89881], [3.04854, 1.68158, 2.01171], [3.80294, 3.72031, 1.06739], [2.35175, 3.40417, 0.15822], [3.85957, 2.30881, -1.64170], [5.22092, 2.94541, -0.74564], [2.95069, 4.60003, -1.97814], [4.61761, 4.52918, -2.54795], [4.24816, 5.27961, -0.99852]],
  "nbo_charge": [0.37, -1.14, 1.81, -1.14, -1.14, -1.19, 0.15, -0.26, -0.16, -0.26, -0.25, 0.21, -0.40, 0.59, -0.35, -0.01, -0.27, -0.06, -0.55, 0.25, 0.23, 0.23, 0.24, 0.24, 0.24, 0.25, 0.24, 0.24, 0.22, 0.22, 0.23, 0.22, 0.27, 0.24, 0.25, 0.24, 0.29, -0.60, -0.39, -0.40, -0.92, 1.19, -0.91, -0.40, -0.40, -0.60, 0.22, 0.21, 0.20, 0.20, 0.20, 0.21, 0.20, 0.23, 0.24, 0.30, 0.23, 0.24, 0.23, 0.20, 0.18, 0.21, 0.20, 0.22, 0.21]
}